ORCA calculation (ωB97M-V with the def2-TZVPD basis set) on C36H29GeHgN4O4 as an isolated structure.

CARTESIAN COORDINATES (ANGSTROEM)
Hg (0.69982, 0.87976, -0.25521)
Ge (-1.77431, -0.40797, -1.74807)
O (1.26864, -4.76868, 4.49955)
O (2.75104, 0.03394, -0.37661)
O (3.05241, -4.05554, 5.67038)
O (4.87772, -0.17372, 0.27861)
N (0.91922, 1.45726, 2.50021)
N (2.29471, -4.00414, 4.62958)
N (1.53790, 3.73916, 2.77833)
N (1.21854, 3.59387, 0.45319)
C (1.09498, 5.59529, -0.86559)
C (-0.01541, -2.75567, -1.72380)
C (-1.04474, 0.08933, -3.51778)
C (-3.75367, -0.35319, -1.98756)
C (0.84850, 0.22718, 3.02897)
C (4.02013, -1.36962, 2.72127)
C (2.11836, -2.10941, 1.46876)
C (1.39076, 4.32624, 1.53665)
C (1.07516, 4.22240, -0.71521)
C (-6.55594, -0.12923, -2.15376)
C (-5.92579, -1.31443, -2.51056)
C (0.00068, 0.95727, -5.97815)
C (-0.87422, 1.45079, -3.78823)
C (0.40138, -4.02493, -1.33939)
C (3.67519, -0.40138, 0.41756)
C (1.45887, 5.73536, 1.48192)
C (-0.36188, 1.88325, -5.00634)
C (1.80183, 0.91586, 5.07815)
C (3.70638, -2.24170, 3.74657)
C (-5.79159, 0.94762, -1.71873)
C (2.58610, -3.09091, 3.63141)
C (-4.40672, 0.83450, -1.63835)
C (-0.67107, -0.82506, -4.50400)
C (-2.14644, -3.13957, -0.69951)
C (1.78837, -3.00844, 2.47160)
C (-0.45132, -4.84756, -0.61602)
C (-1.72438, -4.39990, -0.28898)
C (1.86565, 2.19319, 4.56076)
C (-0.14574, -0.39925, -5.72052)
C (1.30785, 6.36444, 0.27236)
C (-1.30330, -2.29633, -1.42912)
C (1.28582, -0.10258, 4.29639)
C (-4.54105, -1.42004, -2.42873)
C (1.43909, 2.41306, 3.24768)
C (3.24230, -1.28274, 1.56264)
C (-1.37203, 0.99928, -0.53061)
H (-0.11669, -5.82408, -0.28812)
H (0.68111, -2.10099, -2.23961)
H (4.88654, -0.72245, 2.79768)
H (-3.80113, 1.66451, -1.28338)
H (1.23464, -1.12304, 4.64847)
H (-6.51579, -2.15954, -2.84833)
H (-0.78515, -1.88805, -4.31595)
H (2.25152, 3.01955, 5.14827)
H (-0.23785, 2.94346, -5.19854)
H (1.63071, 6.30278, 2.39016)
H (-6.27698, 1.87462, -1.43316)
H (-3.14192, -2.79729, -0.43473)
H (0.40949, 1.28964, -6.92552)
H (0.38517, -0.52106, 2.40085)
H (-4.06394, -2.35395, -2.71107)
H (-1.71733, 0.69053, 0.46829)
H (1.49792, -2.04766, 0.58027)
H (0.15543, -1.12735, -6.46521)
H (0.95927, 6.04591, -1.83931)
H (-7.63586, -0.04962, -2.20489)
H (2.13663, 0.71320, 6.08775)
H (0.94345, 3.57137, -1.57351)
H (1.35590, 7.44469, 0.20978)
H (-1.14390, 2.16623, -3.01559)
H (1.40322, -4.35842, -1.58199)
H (1.77971, 4.39436, 3.49933)
H (-2.38043, -5.02219, 0.30837)
H (0.93341, -3.66364, 2.38487)
H (4.30506, -2.29861, 4.64317)

* charge: -2
* gap between HOMO and LUMO (spin up / spin down): 3.93 / 5.73 eV
* LUMO (spin up / spin down): 3.918 / 3.918 eV
* spin multiplicity: 2
* HOMO energy (spin up / spin down): -0.00060 / -0.06662 hartree
* ⟨S²⟩: 0.77
* ΔE to the lowest compared entry with this formula, charge and spin: 5.8 kcal/mol

ORCA calculation (ωB97M-V with the def2-TZVPD basis set) on a single C17H18BrClN2O2 molecule.

CARTESIAN COORDINATES (ANGSTROEM)
Br (-4.02887, -1.13295, 0.45347)
Cl (1.02593, 2.65807, -0.01735)
O (-0.88990, -1.31672, -2.79228)
O (1.71918, -0.22851, 1.99700)
N (1.97394, -1.50035, -0.77158)
N (0.14824, 0.33898, -1.59976)
C (-2.19024, 1.03946, -1.74899)
C (3.38371, -1.83482, -0.76099)
C (0.07042, -0.87790, -2.20297)
C (-1.92815, 0.21318, 1.81538)
C (-1.22486, -1.63944, 0.44867)
C (-1.59206, 3.26001, -0.19757)
C (0.40577, -0.36610, 1.68301)
C (1.21666, -2.24446, 0.23539)
C (-0.61308, 0.43603, 2.18481)
C (-2.89303, 3.03921, -0.61713)
C (-0.60143, 2.36437, -0.54944)
C (-0.87883, 1.23091, -1.31904)
C (1.38936, -1.63547, -2.09276)
C (0.09380, -1.41136, 0.79439)
C (-2.22384, -0.82409, 0.95463)
C (2.09611, 0.76688, 2.91870)
C (-3.18414, 1.93259, -1.39569)
H (-3.67020, 3.73294, -0.33721)
H (-1.47481, -2.44370, -0.22670)
H (0.81547, -3.18264, -0.17711)
H (3.78478, -1.62378, 0.22861)
H (-2.71338, 0.84587, 2.19848)
H (-1.34416, 4.12226, 0.40212)
H (1.20611, -2.68401, -2.38144)
H (1.89479, -2.48710, 1.05601)
H (3.57941, -2.88806, -1.00937)
H (-2.41799, 0.17482, -2.34998)
H (-4.19549, 1.75316, -1.72559)
H (3.17554, 0.67247, 3.02619)
H (-0.39735, 1.24584, 2.86258)
H (1.85859, 1.76798, 2.54835)
H (1.02525, 0.51854, -1.11759)
H (2.07435, -1.19965, -2.82697)
H (1.62087, 0.61373, 3.89285)
H (3.90354, -1.20615, -1.48318)

* SMILES: COc1ccc(Br)cc1CN(C)CC(=O)Nc1ccccc1Cl
* gap between HOMO and LUMO: 8.83 eV
* LUMO: 0.612 eV
* HOMO energy: -0.30198 hartree

ORCA calculation (ωB97M-V with the def2-TZVPD basis set) on H2N2O3S as an isolated structure.

CARTESIAN COORDINATES (ANGSTROEM)
S (-0.78780, -0.09647, -0.10560)
O (-1.54252, -1.26760, -0.11287)
O (-1.52086, 1.11337, -0.11330)
O (1.28503, 0.56358, 0.18177)
N (0.82579, -0.18100, -0.93008)
N (0.38090, 0.12393, 1.20754)
H (0.78617, -0.77927, 1.62357)
H (0.57328, 0.52346, -1.75103)

* gap between HOMO and LUMO: 11.10 eV
* LUMO: 0.429 eV
* HOMO energy: -0.39231 hartree
* ΔE to the lowest compared entry with this formula, charge and spin: 70.6 kcal/mol

ORCA calculation (ωB97M-V with the def2-TZVPD basis set) on a 2-piece molecular cluster, C6H10OS overall.

CARTESIAN COORDINATES (ANGSTROEM)
S (2.26653, 0.19983, 0.22725)
O (-0.65707, 0.83431, 0.03644)
C (0.27874, 1.69041, -0.46715)
C (-1.85547, -1.29769, 0.20359)
C (-1.08893, -0.29102, -0.53101)
C (1.57711, -1.19325, 0.06027)
C (0.66760, 2.82410, 0.41664)
C (1.24466, -2.44109, -0.06117)
H (0.51190, 1.56483, -1.55836)
H (-0.84710, -0.45262, -1.54976)
H (-2.42335, -0.78670, 0.86740)
H (0.11872, 3.67542, 0.14854)
H (1.65521, 2.92169, 0.52960)
H (-1.26212, -2.06728, 0.87281)
H (-2.52383, -1.81343, -0.45868)
H (0.37666, 2.62849, 1.39097)
H (0.20169, -2.66458, -0.39459)
H (1.75905, -3.33143, 0.26721)

* gap between HOMO and LUMO (spin up / spin down): 7.32 / 7.70 eV
* LUMO (spin up / spin down): 0.177 / 0.646 eV
* HOMO energy (spin up / spin down): -0.26255 / -0.25909 hartree
* ΔE to the lowest compared entry with this formula, charge and spin: 133.4 kcal/mol

ORCA calculation (ωB97M-V with the def2-TZVPD basis set) on a single C8H13NO molecule.

CARTESIAN COORDINATES (ANGSTROEM)
O (1.84260, -0.24747, -2.14159)
N (0.84586, 0.12907, -1.54572)
C (1.62054, 2.48325, -1.30656)
C (-1.18925, -2.34229, 0.20957)
C (-0.68289, 0.24035, 0.63660)
C (0.70292, 1.29099, -0.94055)
C (-2.12120, 0.29009, 1.35692)
C (-0.13796, 1.42041, 0.15178)
C (1.13502, -1.52267, 0.49926)
C (-0.27723, -1.04322, 0.31872)
H (-2.74693, -0.37526, 0.92987)
H (2.61839, 2.12747, -1.64812)
H (-1.84129, 0.34645, 2.44800)
H (1.22561, 2.94033, -2.21374)
H (-2.64932, 1.15700, 1.19981)
H (1.62723, -1.95491, -0.39013)
H (1.67252, -0.55968, 0.64287)
H (1.22387, -2.20391, 1.40040)
H (1.75431, 3.14520, -0.49173)
H (-1.88059, -2.31261, 1.03636)
H (-0.48628, 2.37299, 0.43070)
H (-0.40040, -3.11481, 0.06963)
H (-1.85552, -2.26679, -0.65236)

* SMILES: CC(C)=C(C)/C=C(/C)N=O
* gap between HOMO and LUMO: 7.76 eV
* LUMO: -0.262 eV
* HOMO energy: -0.29486 hartree
* ΔE to the lowest compared entry with this formula, charge and spin: 121.2 kcal/mol

ORCA calculation (ωB97M-V with the def2-TZVPD basis set) on C38H47BF7N9O5PS4V as an isolated structure.

CARTESIAN COORDINATES (ANGSTROEM)
V (0.38658, 2.11113, -1.58023)
S (1.89933, 2.08481, 0.34544)
S (-3.42324, 1.39616, -0.60503)
S (-1.23360, 1.58885, -3.13613)
S (1.82989, -1.47193, -3.55886)
P (1.06041, 4.76601, -3.99621)
F (0.63481, 5.39801, -5.40490)
F (1.16436, 3.29100, -4.66109)
F (-0.48299, 4.46641, -3.61057)
F (1.49808, 4.08901, -2.53014)
F (0.48608, 2.38026, 4.34341)
F (0.97109, 6.19419, -3.27499)
F (2.62930, 5.00507, -4.30424)
O (1.68999, 1.20624, -2.53140)
O (-0.61430, 3.47056, -0.64785)
O (-1.83835, 6.97709, 2.86557)
O (-0.09933, 4.40122, 6.18263)
O (0.89134, 4.96843, 0.09932)
N (0.96100, -0.38947, -0.02220)
N (-1.07532, -0.61044, -1.62305)
N (1.01309, -1.71499, -0.03936)
N (-0.80763, -0.17277, 1.80695)
N (2.76096, 1.03257, -3.30025)
N (-1.09292, 4.88625, 2.29218)
N (-0.96267, 5.64952, 4.48406)
N (-1.30135, 0.45809, 0.71775)
N (-1.52936, -1.81035, -1.22700)
C (-1.84949, -0.95537, -3.84800)
C (1.12342, -4.37321, 1.41958)
C (-2.51476, -4.08018, -0.12680)
C (3.13939, -1.61271, 0.98418)
C (-0.35773, 4.50944, 5.00236)
C (-4.26185, -3.79416, -1.88123)
C (4.16291, 0.56164, 1.67804)
C (2.90711, -0.21510, -3.86474)
C (-0.22810, 4.51993, 0.02689)
C (-1.30536, 0.04519, 2.98068)
C (-1.37128, 5.10021, 0.86562)
C (4.73638, 1.92272, -4.21828)
C (3.08336, -0.25570, 1.04799)
C (-1.32878, 5.92101, 3.17433)
C (3.62959, 2.06177, -3.43868)
C (-1.93770, -0.47599, -5.25841)
C (-1.34268, -0.09151, -2.83064)
C (-2.32867, 1.01736, 3.15309)
C (1.95538, 0.38131, 0.45476)
C (-3.99912, 2.58980, 2.19657)
C (-2.90543, 1.57403, 2.06140)
C (0.75520, -0.98107, 3.99439)
C (-2.11916, -2.57511, -2.09843)
C (-1.11346, -0.26552, 5.48054)
C (-1.42190, -2.21400, 3.94571)
C (-2.21785, -2.19974, -3.46158)
C (-2.49181, 1.12749, 0.74621)
C (4.05686, -0.33199, -4.68921)
C (1.49381, -4.25001, -1.06657)
C (-0.46710, 3.73129, 2.69944)
C (2.04203, -3.85083, 0.30855)
C (2.07417, -2.33100, 0.40414)
C (-2.75089, -3.87204, -1.61795)
C (4.93918, 0.69433, -4.86548)
C (-2.15369, -5.05557, -2.39189)
C (-0.76504, -0.83433, 4.10444)
C (-0.11021, 3.52333, 3.96971)
C (3.43456, -4.45700, 0.48664)
B (-0.38545, 0.28082, -0.53016)
H (1.55410, -4.18500, 2.40685)
H (-2.60553, -2.90139, -4.18966)
H (-2.51142, -2.13055, 3.97054)
H (-2.52850, -5.99391, -1.97678)
H (-4.96314, 2.09206, 2.32083)
H (-1.06516, -5.06247, -2.32006)
H (0.55680, -3.73368, -1.27286)
H (-1.44132, 6.17503, 0.72251)
H (3.37708, -5.53535, 0.32651)
H (-1.14122, -2.66275, 2.99049)
H (-0.93436, -0.25412, -5.62857)
H (-2.31165, 4.62822, 0.58709)
H (3.76531, 1.13962, 2.51509)
H (3.82917, -4.29864, 1.49266)
H (3.99021, -2.13527, 1.39946)
H (4.56403, 1.28407, 0.96614)
H (-1.45912, -4.25197, 0.07442)
H (-2.40014, -1.23308, -5.89084)
H (-3.82304, 3.22016, 3.07047)
H (-0.26650, 2.99095, 1.93384)
H (-3.07739, -4.95524, 0.20693)
H (4.19687, -1.28916, -5.16933)
H (-2.62347, 1.33153, 4.14569)
H (-0.69818, 0.73573, 5.61714)
H (0.15625, -3.87509, 1.37873)
H (-4.08088, 3.19987, 1.30056)
H (-1.10981, -2.87799, 4.75564)
H (1.25970, -0.05764, 4.28183)
H (-2.19185, -0.22335, 5.64562)
H (0.97155, -5.44978, 1.31072)
H (2.19618, -3.98894, -1.86058)
H (1.09746, -1.78107, 4.65625)
H (-4.70636, -2.96275, -1.33078)
H (4.14645, -4.05222, -0.23602)
H (-4.74109, -4.72003, -1.55498)
H (4.96575, -0.08172, 2.03625)
H (-1.14178, 6.39827, 5.13555)
H (3.34451, 2.96171, -2.92190)
H (5.40148, 2.76272, -4.34325)
H (5.79933, 0.55679, -5.50905)
H (-2.82760, -3.21353, 0.45613)
H (1.04314, -1.23190, 2.97356)
H (-2.51194, 0.44824, -5.32240)
H (-2.42398, -5.03193, -3.44926)
H (-0.68825, -0.90977, 6.25268)
H (-4.48458, -3.65569, -2.94066)
H (1.32180, -5.32943, -1.09421)

* charge: -1
* gap between HOMO and LUMO (spin up / spin down): 6.88 / 7.08 eV
* LUMO (spin up / spin down): 1.543 / 1.725 eV
* spin multiplicity: 2
* HOMO energy (spin up / spin down): -0.19615 / -0.19675 hartree
* ⟨S²⟩: 0.79
* ΔE to the lowest compared entry with this formula, charge and spin: 16.1 kcal/mol

Number 1: F_max 0.85 eV Å⁻¹, total energy -112640.930 eV. Number 2: F_max 0.49 eV Å⁻¹, total energy -107561.789 eV. Number 3: F_max 4.09 eV Å⁻¹, total energy -19984.830 eV. Number 4: F_max 4.07 eV Å⁻¹, total energy -19261.245 eV. Number 5: F_max 5.54 eV Å⁻¹, total energy -12039.299 eV. Number 6: F_max 1.00 eV Å⁻¹, total energy -161846.368 eV.